--- w ---
{"formula": "C9H14", "method": "ωB97M-V/def2-TZVPD", "e_lumo_ev": [3.721, 3.603], "orbital_gap_ha": [0.0973, 0.2635], "s2": 0.76, "e_homo_ev": [1.1, -3.6], "spin_multiplicity": 2, "total_charge": -1, "elements": ["C", "C", "C", "C", "C", "C", "C", "H", "H", "H", "H", "H", "H", "H", "H", "C", "C", "H", "H", "H", "H", "H", "H"], "xyz": [[-0.387, -3.638, 1.087], [-0.084, 0.149, 0.862], [0.229, -1.231, 0.962], [-1.394, 0.553, 0.515], [-0.770, -2.196, 0.912], [-2.371, -0.415, 0.391], [-2.089, -1.790, 0.678], [0.659, 0.939, 0.838], [1.262, -1.495, 1.136], [-1.683, 1.594, 0.406], [-3.399, -0.132, 0.154], [-0.754, -4.248, 0.271], [-0.786, -4.081, 2.016], [-2.919, -2.480, 0.585], [0.695, -3.756, 1.118], [1.829, 3.246, -0.887], [1.645, 2.297, -2.081], [2.668, 2.969, -0.253], [2.005, 4.267, -1.229], [0.913, 3.281, -0.291], [2.405, 1.517, -2.124], [0.665, 1.809, -2.048], [1.662, 2.841, -3.018]], "nbo_charge": [-0.6207, -0.4436, -0.3110, -0.2754, -0.0371, -0.2848, -0.4396, 0.1738, 0.1756, 0.1774, 0.1725, 0.1893, 0.1811, 0.1736, 0.1943, -0.6255, -0.6233, 0.2021, 0.1860, 0.2176, 0.2030, 0.2290, 0.1858]}

***

--- x ---
{"formula": "C9H14", "method": "ωB97M-V/def2-TZVPD", "e_lumo_ev": [4.052, 3.856], "orbital_gap_ha": [0.1210, 0.2604], "s2": 0.76, "e_homo_ev": [0.8, -3.2], "spin_multiplicity": 2, "total_charge": -1, "elements": ["C", "C", "C", "C", "C", "C", "C", "H", "H", "H", "H", "H", "H", "H", "H", "C", "C", "H", "H", "H", "H", "H", "H"], "xyz": [[1.411, -0.919, 1.714], [-0.465, -1.163, 0.099], [0.973, -1.254, 0.282], [-1.087, -1.417, -1.070], [-0.369, -1.599, -2.206], [1.755, -1.325, -0.990], [1.099, -1.555, -2.195], [-0.923, -0.882, 1.115], [-2.122, -1.354, -1.085], [0.737, -1.285, 2.511], [1.504, 0.238, 1.842], [-0.851, -1.974, -3.135], [2.805, -1.020, -1.118], [1.623, -1.633, -3.077], [2.318, -1.460, 1.860], [-0.479, 2.240, 0.138], [-1.594, 2.383, 1.232], [-0.245, 3.256, -0.361], [0.329, 1.664, 0.728], [-0.676, 1.581, -0.645], [-1.718, 1.546, 1.775], [-2.636, 2.564, 0.733], [-1.388, 3.368, 1.850]], "nbo_charge": [-0.6312, -0.2832, -0.2133, -0.2643, -0.4111, -0.2712, -0.2584, 0.1663, 0.1794, 0.1923, 0.1420, 0.1641, 0.1729, 0.1742, 0.1995, -0.6416, -0.6004, 0.1819, 0.2199, 0.2286, 0.1983, 0.1756, 0.1797]}

***

Relative energy of each structure, in kcal/mol: w 0.0; x 35.7.

***

--- w ---
{"formula": "C24H57BF4O17P3", "method": "ωB97M-V/def2-TZVPD", "e_lumo_ev": 2.106, "orbital_gap_ha": 0.3538, "e_homo_ev": -7.5, "total_charge": -1, "elements": ["B", "F", "F", "F", "F", "C", "C", "O", "C", "H", "H", "H", "H", "H", "H", "C", "C", "O", "C", "H", "H", "H", "H", "H", "H", "C", "C", "O", "C", "H", "H", "H", "H", "H", "H", "C", "C", "O", "C", "H", "H", "H", "H", "H", "H", "C", "C", "O", "C", "H", "H", "H", "H", "H", "H", "C", "O", "P", "O", "O", "C", "O", "C", "H", "H", "H", "H", "H", "H", "H", "H", "H", "C", "O", "P", "O", "O", "C", "O", "C", "H", "H", "H", "H", "H", "H", "H", "H", "H", "C", "O", "P", "O", "O", "C", "O", "C", "H", "H", "H", "H", "H", "H", "H", "H", "H"], "xyz": [[3.948, -43.534, -8.801], [3.121, -42.672, -8.015], [3.323, -43.902, -10.031], [5.233, -42.982, -8.981], [4.005, -44.702, -8.061], [8.185, -39.152, -6.835], [6.840, -39.714, -6.233], [6.432, -39.438, -5.138], [6.019, -40.772, -7.016], [8.071, -38.942, -7.655], [9.002, -39.809, -6.501], [8.291, -38.122, -6.255], [5.102, -41.156, -6.555], [6.821, -41.496, -7.312], [5.729, -40.491, -8.069], [-0.442, -39.893, -5.610], [0.921, -39.158, -5.771], [1.186, -38.401, -4.908], [1.824, -39.540, -6.976], [-0.765, -39.990, -6.657], [-0.845, -39.277, -4.842], [-0.445, -41.002, -5.222], [2.820, -39.243, -6.798], [1.468, -39.014, -8.007], [1.807, -40.698, -7.103], [-0.901, -41.513, -11.244], [-1.301, -41.858, -9.832], [-2.462, -41.776, -9.500], [-0.358, -42.774, -8.991], [-0.131, -40.470, -11.018], [-1.799, -41.217, -11.884], [-0.263, -42.352, -11.709], [-0.382, -43.830, -9.139], [-0.835, -42.540, -7.900], [0.722, -42.463, -9.287], [1.500, -45.013, -12.802], [0.909, -44.370, -13.995], [-0.237, -44.721, -14.326], [1.663, -43.211, -14.653], [1.355, -44.327, -11.883], [2.385, -45.366, -13.084], [1.070, -46.001, -12.301], [2.409, -43.283, -15.615], [2.293, -42.639, -13.992], [0.538, -42.687, -14.771], [3.718, -40.591, -11.265], [3.229, -39.130, -11.094], [2.211, -38.743, -11.492], [4.123, -38.248, -10.319], [4.946, -40.516, -11.500], [3.037, -41.155, -11.897], [3.648, -40.889, -10.192], [3.387, -37.473, -9.723], [4.638, -37.747, -11.038], [4.571, -38.644, -9.534], [7.326, -50.807, -7.288], [7.735, -50.453, -8.623], [7.380, -49.114, -9.234], [6.099, -49.161, -9.921], [7.053, -48.058, -8.018], [5.812, -47.446, -7.866], [8.538, -48.515, -10.182], [8.548, -48.951, -11.610], [7.698, -50.295, -6.441], [7.270, -51.863, -7.069], [6.251, -50.833, -7.379], [5.831, -46.666, -8.583], [5.706, -46.887, -6.987], [5.009, -48.103, -8.050], [7.886, -48.511, -12.135], [8.421, -50.087, -11.582], [9.526, -48.782, -11.882], [3.607, -47.129, -10.583], [3.335, -48.594, -10.492], [3.719, -49.396, -11.769], [3.507, -50.824, -11.575], [2.419, -48.983, -12.777], [1.251, -49.632, -12.681], [4.978, -49.069, -12.732], [4.965, -49.293, -14.210], [3.082, -46.653, -9.844], [3.373, -46.605, -11.450], [4.682, -46.737, -10.252], [0.605, -48.862, -12.921], [1.027, -49.655, -11.609], [1.184, -50.797, -13.124], [4.520, -48.342, -14.829], [4.357, -50.329, -14.492], [5.912, -49.547, -14.342], [5.274, -43.950, -4.905], [3.956, -44.130, -5.231], [3.054, -45.375, -4.746], [3.375, -45.701, -3.374], [1.405, -45.203, -4.886], [0.798, -44.103, -5.648], [3.240, -46.633, -5.742], [2.188, -47.063, -6.568], [5.671, -44.500, -5.623], [5.371, -44.322, -3.979], [5.857, -43.040, -5.240], [-0.083, -44.267, -6.226], [1.467, -43.852, -6.517], [0.487, -43.243, -4.872], [1.289, -47.201, -6.047], [2.385, -48.150, -6.842], [1.981, -46.631, -7.416]], "mulliken_charge": [0.1790, -0.3577, -0.3455, -0.3347, 0.1620, -1.3701, 0.5256, -0.5622, -0.4241, 0.6131, 0.2895, 0.2878, 0.0466, 0.3598, 0.1631, -0.7305, 0.5864, -0.5469, -0.3595, 0.1542, 0.3982, 0.0783, 0.3075, 0.1931, -0.0737, -0.3603, 0.3226, -0.5946, -0.1333, 0.0918, 0.3475, -0.1037, 0.4999, 0.0064, -0.1008, -0.4043, 0.4445, -0.6130, -0.6345, 0.0185, 0.4296, 0.2370, 0.2579, 0.0446, 0.2541, 0.1861, 0.6254, -0.5396, -1.1158, 0.2797, -0.0323, -0.3798, 0.2217, 0.4403, 0.2988, -0.6893, -0.2621, -0.0462, 0.2154, -0.4194, -0.4619, -0.3953, -0.6941, 0.3293, 0.3356, 0.2588, 0.1818, 0.3110, 0.4139, 0.2360, 0.3020, 0.3384, -0.5558, -0.0119, 0.6782, -0.8304, -0.1490, -0.9059, -0.0611, -0.7439, 0.3862, 0.2828, 0.1012, 0.4142, 0.3080, 0.1549, 0.2161, 0.2537, 0.3703, -0.9091, 0.0742, 0.7088, -0.8044, -0.3497, -0.3227, -0.1953, -1.1193, 0.2564, 0.5805, 0.1487, 0.4266, 0.0741, 0.0513, 0.5513, 0.2358, 0.4974]}

***

--- x ---
{"formula": "C24H57BF4O17P3", "method": "ωB97M-V/def2-TZVPD", "e_lumo_ev": 2.320, "orbital_gap_ha": 0.3511, "e_homo_ev": -7.2, "total_charge": -1, "elements": ["B", "F", "F", "F", "F", "C", "C", "O", "C", "H", "H", "H", "H", "H", "H", "C", "C", "O", "C", "H", "H", "H", "H", "H", "H", "C", "C", "O", "C", "H", "H", "H", "H", "H", "H", "C", "C", "O", "C", "H", "H", "H", "H", "H", "H", "C", "C", "O", "C", "H", "H", "H", "H", "H", "H", "C", "O", "P", "O", "O", "C", "O", "C", "H", "H", "H", "H", "H", "H", "H", "H", "H", "C", "O", "P", "O", "O", "C", "O", "C", "H", "H", "H", "H", "H", "H", "H", "H", "H", "C", "O", "P", "O", "O", "C", "O", "C", "H", "H", "H", "H", "H", "H", "H", "H", "H"], "xyz": [[-0.108, 0.847, 1.845], [-1.100, -0.189, 2.011], [1.061, 0.388, 1.360], [-0.683, 1.621, 0.790], [0.029, 1.656, 2.901], [2.221, -2.987, 0.267], [1.675, -3.995, -0.676], [1.758, -5.222, -0.525], [0.972, -3.599, -1.919], [2.812, -3.490, 0.929], [1.727, -2.327, 1.056], [2.888, -2.150, -0.359], [1.645, -2.763, -2.439], [0.028, -2.947, -1.773], [0.639, -4.395, -2.615], [1.820, 3.614, -1.330], [1.872, 4.776, -0.280], [2.408, 5.824, -0.624], [1.770, 4.403, 1.209], [1.986, 4.042, -2.184], [0.707, 3.235, -1.369], [2.472, 2.909, -1.021], [2.299, 5.005, 1.882], [1.677, 3.303, 1.448], [0.658, 4.722, 1.698], [-3.355, 1.421, 3.611], [-3.646, 2.780, 2.868], [-4.815, 2.955, 2.487], [-2.512, 3.640, 2.451], [-2.575, 1.653, 4.371], [-3.085, 0.619, 2.899], [-4.174, 1.049, 4.380], [-2.017, 3.397, 1.561], [-1.779, 3.594, 3.218], [-2.635, 4.730, 2.423], [0.247, 0.129, -1.980], [-0.552, -0.231, -3.276], [-1.516, -0.919, -3.203], [-0.082, 0.356, -4.651], [0.993, -0.604, -1.803], [-0.394, 0.176, -1.008], [0.762, 1.163, -2.110], [-0.782, -0.154, -5.309], [0.982, -0.202, -4.690], [-0.025, 1.387, -4.563], [0.831, -1.719, 4.024], [1.666, -2.766, 4.840], [2.641, -3.209, 4.391], [1.207, -3.115, 6.218], [1.182, -1.827, 2.937], [1.082, -0.632, 4.377], [-0.157, -1.823, 3.838], [0.369, -3.794, 6.268], [0.875, -2.304, 7.017], [1.933, -3.795, 6.627], [-3.925, -2.454, 2.038], [-3.675, -3.676, 2.787], [-3.079, -4.974, 2.019], [-2.954, -4.871, 0.503], [-1.629, -5.069, 2.631], [-0.687, -4.150, 2.137], [-3.746, -6.437, 2.377], [-4.095, -6.535, 3.672], [-4.675, -1.844, 2.420], [-4.301, -2.803, 1.101], [-3.115, -1.864, 1.594], [-1.239, -3.217, 1.996], [-0.187, -4.352, 1.110], [0.174, -4.057, 2.884], [-4.470, -7.466, 3.818], [-4.787, -5.818, 3.892], [-3.229, -6.195, 4.102], [4.081, -0.374, -3.681], [4.371, -0.378, -2.313], [5.267, 0.882, -1.756], [4.601, 2.076, -2.173], [5.480, 0.948, -0.238], [4.301, 1.237, 0.647], [6.769, 0.987, -2.303], [7.657, 2.094, -2.088], [4.885, -0.342, -4.383], [3.398, 0.292, -3.870], [3.509, -1.064, -3.853], [4.556, 0.839, 1.601], [3.363, 0.818, 0.290], [3.937, 2.253, 0.476], [7.816, 1.950, -1.090], [6.847, 3.067, -2.185], [8.375, 1.928, -2.941], [-3.799, 1.641, -5.838], [-3.714, 1.175, -4.537], [-3.516, 2.275, -3.422], [-4.288, 3.435, -3.732], [-4.097, 1.690, -2.082], [-3.766, 2.108, -0.904], [-1.937, 2.777, -3.334], [-1.481, 3.955, -3.892], [-4.706, 2.354, -6.138], [-3.880, 0.704, -6.373], [-2.972, 2.123, -6.224], [-3.792, 3.239, -0.827], [-2.953, 1.750, -0.373], [-4.501, 1.988, -0.065], [-0.479, 4.238, -3.502], [-2.256, 4.905, -3.570], [-1.411, 3.989, -4.929]], "mulliken_charge": [0.2289, -0.2813, -0.2072, -0.2815, -0.2579, -0.5009, 0.7628, -0.6396, -0.2815, 0.6941, -0.2500, -0.0953, -0.2488, 0.1169, 0.4339, 0.0049, 0.6971, -0.6443, -0.7356, 0.6274, -0.1958, -0.4104, 0.5364, -0.0902, 0.1094, -0.5126, 0.6714, -0.5926, -0.8207, 0.2945, -0.1923, 0.3588, -0.0782, 0.4024, 0.4895, 0.8458, 0.6923, -0.5622, -1.1426, -0.1668, -0.2805, -0.3484, 0.3341, 0.2544, 0.2038, -0.6612, 0.5446, -0.5016, -1.2204, 0.0319, 0.3662, 0.5158, 0.2891, 0.2757, 0.3955, -0.8054, -0.2803, 1.0487, -0.7400, -0.3691, 0.1191, -0.3373, -0.8117, 0.4103, 0.4312, 0.2141, -0.1387, 0.2294, 0.0240, 0.2578, 0.3423, 0.3385, -1.6644, -0.0631, 1.0713, -0.6133, -0.4541, -0.4948, -0.4513, -0.6636, 0.3555, 0.7233, 0.6574, 0.3653, 0.0839, 0.4234, 0.3391, 0.2308, 0.2214, -0.8051, -0.2059, 0.6649, -0.7848, -0.3746, -0.7278, 0.5269, -0.7876, 0.2287, 0.3204, 0.3462, 0.3156, 0.2452, 0.3074, 0.1697, 0.2240, 0.3596]}

***

Relative energy of each structure, in kcal/mol: w 72.5; x 0.0.